# 1
This record from the OMol25 dataset describes a cluster of 9 separate species, H18O9 in total. The level of theory is the ωB97M-V functional and the def2-TZVPD basis.

```
27
Properties=species:S:1:pos:R:3:mulliken_spin:R:1
O -1.32594 -0.91254 -3.50831 0.04
H -2.14409 -1.40590 -3.42098 -0.06
H -1.29734 -0.18102 -2.89049 0.05
O -2.33614 1.97452 -2.52341 0.16
H -1.46121 1.67396 -2.78173 0.02
H -3.00517 1.55958 -3.06655 -0.11
O 0.54498 -1.40909 3.44737 0.07
H 0.92541 -2.20256 3.06629 -0.04
H 0.36100 -0.78239 2.73865 0.05
O 2.88793 1.62081 -0.28834 0.08
H 3.32853 2.40616 0.05219 -0.01
H 2.29527 1.42639 0.43065 -0.03
O 1.03024 1.36510 -2.69618 0.22
H 1.98350 1.40174 -2.80781 -0.07
H 0.87577 0.59146 -2.14806 0.01
O 0.65086 -3.56519 -0.75079 0.23
H -0.01718 -3.14312 -0.18119 0.07
H 0.42644 -3.85778 -1.62508 -0.05
O 1.88777 1.71071 2.37583 0.21
H 1.67104 1.15541 3.12610 -0.05
H 1.42834 2.54665 2.49927 -0.04
O -1.12677 -1.87404 0.43461 -0.08
H -0.71497 -1.00301 0.29753 0.27
H -2.05361 -1.79384 0.16987 -0.06
O -1.40938 1.27009 3.39552 0.16
H -1.40054 0.47453 3.93894 -0.03
H -2.00474 0.95336 2.71611 -0.02
```

HOMO energy (alpha / beta): -0.0266 / -7.5708 eV
multiplicity: 2
net charge: -1
orbital gap (alpha / beta): 3.175 / 10.501 eV
DFT total energy: -687.921218 hartree
⟨S²⟩: 0.7507
E_LUMO (alpha / beta): 3.15 / 2.93 eV

=====

# 2
This record from the OMol25 dataset describes a cluster of 9 separate species, H18O9 in total. The level of theory is the ωB97M-V functional and the def2-TZVPD basis.

```
27
Properties=species:S:1:pos:R:3:nbo_charge:R:1
O 20.70200 26.38900 39.03900 -0.93
H 21.57700 26.11400 39.05100 0.48
H 20.88100 27.28800 39.61300 0.49
O 19.48200 22.66000 38.92300 -0.92
H 19.27400 23.42200 39.30900 0.48
H 18.78300 22.08800 39.32500 0.48
O 17.84000 25.63200 42.48700 -0.98
H 17.22300 26.30000 42.21300 0.47
H 18.40200 25.42700 41.74900 0.49
O 20.14500 22.33900 41.89800 -1.03
H 20.64400 21.79900 41.26300 0.51
H 19.41100 21.96800 42.36600 0.52
O 21.57600 21.31800 39.67500 -0.96
H 20.82400 21.89600 39.44100 0.48
H 21.21900 20.51700 39.47600 0.46
O 17.43400 25.38300 37.82300 -0.93
H 18.12500 25.27700 37.07700 0.47
H 18.11400 25.45700 38.53300 0.46
O 17.52500 22.42600 42.43100 -0.94
H 17.80700 23.29700 42.31700 0.49
H 16.97200 22.22900 41.78000 0.46
O 21.50500 22.97400 43.60900 -0.96
H 21.07500 23.22500 42.82700 0.48
H 21.64500 22.11400 43.64900 0.45
O 19.46100 24.72900 40.66500 -1.02
H 20.08400 23.99100 40.97500 0.51
H 20.02300 25.36400 40.25500 0.49
```

HOMO energy: -10.3777 eV
multiplicity: 1
orbital gap: 10.157 eV
DFT total energy: -687.871514 hartree
E_LUMO: -0.22 eV

=====

# 3
This record from the OMol25 dataset describes a cluster of 9 separate species, H18O9 in total. The level of theory is the ωB97M-V functional and the def2-TZVPD basis.

```
27
Properties=species:S:1:pos:R:3:nbo_charge:R:1
H -0.28394 0.02668 0.35257 0.46
H 0.70872 -0.21154 -0.77345 0.46
H -3.61173 -1.23169 -3.65093 0.47
H -3.07629 -1.27426 -2.22912 0.47
H 3.30155 -3.14561 -1.81367 0.46
H 4.80641 -3.34116 -1.72879 0.47
H -4.41713 0.63554 -0.07975 0.47
H -4.94811 0.11406 1.24545 0.47
H -0.42021 -2.17743 3.31953 0.48
H -1.08262 -2.24137 4.68597 0.47
H 2.09332 1.96875 -1.18688 0.46
H 0.97542 1.59594 -0.22700 0.47
H -1.31910 3.89989 -0.27606 0.46
H -0.87512 5.33792 -0.06396 0.47
H 2.53701 1.74537 0.93737 0.48
H 3.94169 2.21835 0.60091 0.45
H 0.95109 -2.74713 -0.26532 0.44
H -0.23435 -1.82767 -0.02165 0.46
O 0.62578 -0.24488 0.18624 -0.88
O -2.98259 -0.79927 -3.06255 -0.94
O 4.09857 -2.75540 -1.43752 -0.93
O -4.57612 -0.18119 0.40674 -0.94
O -1.28182 -2.13280 3.74921 -0.94
O 1.67913 2.24095 -0.36023 -0.93
O -0.58087 4.42714 0.04953 -0.92
O 3.32361 2.13469 1.33573 -0.96
O 0.64771 -2.03391 0.30763 -0.91
```

HOMO energy: -8.9461 eV
multiplicity: 1
orbital gap: 8.756 eV
DFT total energy: -687.776264 hartree
E_LUMO: -0.19 eV

=====

# 4
This record from the OMol25 dataset describes a cluster of 9 separate species, H18O9 in total. The level of theory is the ωB97M-V functional and the def2-TZVPD basis.

```
27
Properties=species:S:1:pos:R:3:nbo_charge:R:1
H 0.39947 1.14947 -0.42191 0.46
H 0.51976 -0.22338 -1.06288 0.47
H 0.91126 -0.14971 0.78168 0.49
H 1.86518 -0.71309 -0.25884 0.45
H 0.77834 -2.84199 -3.29025 0.47
H 2.02143 -2.05132 -3.66392 0.47
H 4.22687 2.46606 -1.86274 0.46
H 4.27780 2.25130 -0.35897 0.47
H 2.16093 -0.99072 2.84731 0.47
H 1.60152 -2.40340 2.80957 0.47
H -3.36470 1.41286 -1.18006 0.45
H -3.42949 1.90495 -2.61661 0.47
H -0.07143 -2.67464 0.62966 0.48
H -1.24148 -3.33769 -0.07844 0.46
H -1.46814 3.73053 1.88683 0.47
H -0.41139 3.51698 0.81552 0.46
H -4.17912 0.55406 0.06390 0.45
H -3.76321 -0.74483 0.73466 0.47
O -0.02184 0.28295 -0.44702 -0.91
O 1.48163 -0.90610 0.60408 -0.96
O 1.65531 -2.60702 -2.96667 -0.94
O 4.48614 2.89907 -1.04160 -0.93
O 1.86280 -1.70560 3.42095 -0.94
O -3.55616 1.11644 -2.07698 -0.92
O -0.87938 -3.17206 0.79931 -0.95
O -0.64365 4.09783 1.54877 -0.93
O -4.48905 -0.11245 0.68736 -0.92
```

HOMO energy: -10.9920 eV
multiplicity: 1
orbital gap: 10.170 eV
DFT total energy: -687.868647 hartree
E_LUMO: -0.82 eV

=====

# 5
This record from the OMol25 dataset describes a structure of composition H18O9. The level of theory is the ωB97M-V functional and the def2-TZVPD basis.

```
27
Properties=species:S:1:pos:R:3:nbo_charge:R:1
O -2.42083 0.40713 -0.53732 -0.93
H -1.56142 0.75490 -0.77543 0.45
H -2.98998 0.65398 -1.26627 0.46
O 3.15210 0.73227 -0.21172 -0.95
H 2.43126 0.29660 -0.66649 0.47
H 2.93742 1.66390 -0.25883 0.44
O 0.28595 -0.18294 0.01061 -0.97
H 0.20952 -0.26364 0.96134 0.45
H 0.30713 0.76058 -0.14922 0.47
O -0.57995 -2.68555 1.32434 -1.00
H -0.26515 -1.86143 1.69579 0.44
H -0.77243 -3.23366 2.08510 0.46
O 1.93736 -0.95773 -1.55919 -0.96
H 1.32945 -0.56210 -0.93457 0.46
H 2.11299 -1.82911 -1.20409 0.48
O -0.49555 1.79159 -1.10143 -0.93
H -0.75791 1.52137 -1.98142 0.53
H 0.27394 2.34393 -1.23941 0.52
O -0.02566 -0.76054 2.13522 -0.84
H -0.56327 0.03020 2.17930 0.52
H 0.79748 -0.51494 2.55754 0.52
O -1.24467 3.05247 0.53528 -0.97
H -1.19389 3.79464 -0.06708 0.45
H -1.01866 2.29237 -0.00083 0.45
O -0.74461 -2.35340 -0.87818 -0.96
H -0.66477 -1.71011 -0.17389 0.47
H -0.47585 -3.18085 -0.47903 0.47
```

HOMO energy: -9.1978 eV
multiplicity: 1
orbital gap: 8.740 eV
DFT total energy: -687.714044 hartree
E_LUMO: -0.46 eV

=====

# 6
This record from the OMol25 dataset describes a cluster of 9 separate species, H18O9 in total. The level of theory is the ωB97M-V functional and the def2-TZVPD basis.

```
27
Properties=species:S:1:pos:R:3:nbo_charge:R:1
O 15.39500 7.28500 -28.18700 -0.96
H 14.87500 6.53100 -28.47600 0.48
H 16.05800 7.38500 -28.84800 0.49
O 19.66300 8.28900 -27.18600 -0.98
H 19.62500 8.90000 -26.43100 0.52
H 20.60300 7.99000 -27.26000 0.52
O 19.05500 6.00000 -28.11000 -0.97
H 18.39700 6.11900 -28.79400 0.47
H 19.42900 6.88100 -27.87100 0.47
O 20.99300 11.80000 -26.70800 -0.96
H 20.86800 12.63600 -26.18000 0.47
H 20.21300 11.86100 -27.27900 0.48
O 17.15000 8.03000 -30.73900 -0.96
H 17.23800 8.83700 -30.22300 0.50
H 16.21700 8.08200 -31.01300 0.47
O 17.86800 9.76200 -28.58600 -1.00
H 18.62000 9.34700 -28.13000 0.50
H 18.07100 10.70400 -28.65300 0.49
O 18.32100 12.28100 -27.31400 -0.97
H 17.90900 12.05700 -26.50200 0.50
H 17.61700 12.51800 -27.93700 0.49
O 16.98400 7.92200 -26.05000 -0.98
H 16.28100 7.77500 -26.69800 0.49
H 17.81600 7.80300 -26.48000 0.46
O 15.45000 10.43900 -27.17600 -0.98
H 16.29200 10.13400 -27.50500 0.49
H 14.95100 9.71200 -26.83300 0.48
```

HOMO energy: -10.6237 eV
multiplicity: 1
orbital gap: 10.654 eV
DFT total energy: -687.941417 hartree
E_LUMO: 0.03 eV

=====

# 7
This record from the OMol25 dataset describes a cluster of 9 separate species, H18O9 in total. The level of theory is the ωB97M-V functional and the def2-TZVPD basis.

```
27
Properties=species:S:1:pos:R:3:nbo_charge:R:1
O -0.28729 2.37807 -0.61654 -0.96
H 0.20729 1.82319 -1.22738 0.49
H 0.24173 2.45377 0.18491 0.47
O 1.85814 -2.99806 -1.57828 -0.97
H 1.17204 -3.69664 -1.48105 0.49
H 2.20763 -3.30821 -2.43682 0.46
O -2.34439 1.61768 3.37974 -0.94
H -2.04961 1.41233 2.46894 0.46
H -1.56720 1.80976 3.91964 0.48
O -3.06945 0.14440 -1.57115 -0.93
H -3.11964 -0.70527 -2.03045 0.46
H -4.02195 0.14607 -1.29997 0.47
O 4.08763 -0.83520 0.04403 -0.98
H 4.43163 -0.22479 0.69244 0.48
H 3.60340 -1.61439 0.31378 0.50
O 0.40635 -0.97608 1.15067 -0.94
H -0.05569 -1.09528 2.00027 0.47
H -0.18383 -0.30346 0.78142 0.48
O 2.52330 2.26738 -1.59846 -0.97
H 2.79276 1.36271 -1.38244 0.49
H 2.81675 2.53431 -2.47189 0.48
O -3.54873 3.02080 0.87269 -0.94
H -3.23287 2.46024 1.59351 0.46
H -2.88330 2.88867 0.18493 0.48
O -0.15740 -3.56319 -0.30448 -0.97
H -0.10419 -4.24021 0.37557 0.47
H 0.27687 -2.75859 0.03636 0.51
```

HOMO energy: -10.9908 eV
multiplicity: 1
orbital gap: 10.971 eV
DFT total energy: -687.913174 hartree
E_LUMO: -0.02 eV

=====

# 8
This record from the OMol25 dataset describes a cluster of 9 separate species, H18O9 in total. The level of theory is the ωB97M-V functional and the def2-TZVPD basis.

```
27
Properties=species:S:1:pos:R:3:nbo_charge:R:1
O 2.51836 -1.47275 -1.10351 -0.95
H 2.38761 -2.31875 -1.54906 0.47
H 1.88960 -0.95584 -1.62402 0.48
O -0.22441 -0.01840 2.34617 -0.98
H 0.34321 -0.66323 2.76151 0.50
H -1.12102 -0.37573 2.31186 0.48
O -0.99539 -2.35272 3.10313 -0.95
H -0.51799 -3.15734 3.32430 0.49
H -1.68259 -2.29416 3.76897 0.47
O 1.44377 3.03418 -1.68325 -0.98
H 1.36923 3.42744 -2.54682 0.49
H 2.33153 2.91730 -1.31669 0.50
O -3.59616 0.60395 -0.78270 -0.95
H -2.71459 1.03937 -0.95874 0.48
H -4.07342 0.60740 -1.63753 0.47
O 1.86854 -2.62867 2.64332 -0.96
H 2.43640 -2.54522 1.86405 0.49
H 2.42450 -2.65972 3.41776 0.47
O 0.12968 -0.75578 -3.41888 -0.96
H 0.62338 0.05753 -3.52140 0.46
H -0.25703 -0.62735 -2.52963 0.49
O -1.67809 3.55923 -1.26470 -0.94
H -1.55170 3.61570 -0.29916 0.46
H -0.68939 3.41901 -1.32305 0.48
O -0.22422 0.13595 -0.36885 -0.98
H -0.84155 0.65352 0.14281 0.48
H 0.40173 -0.24492 0.24410 0.50
```

HOMO energy: -10.8558 eV
multiplicity: 1
orbital gap: 11.175 eV
DFT total energy: -687.923648 hartree
E_LUMO: 0.32 eV

=====

# 9
This record from the OMol25 dataset describes a structure of composition H18O9Xe. The level of theory is the ωB97M-V functional and the def2-TZVPD basis.

```
28
Properties=species:S:1:pos:R:3:nbo_charge:R:1
Xe 17.94465 19.17759 -1.54192 0.00
O 20.22239 16.38698 -2.69984 -0.96
H 19.55657 15.72645 -2.50847 0.45
H 19.74901 17.07746 -3.16393 0.49
O 20.65768 22.42391 -0.96784 -0.94
H 19.88961 22.43119 -0.39667 0.47
H 21.21291 23.12776 -0.63236 0.48
O 19.53530 18.15788 -4.71069 -0.97
H 19.72619 19.09384 -4.77210 0.47
H 18.62462 18.07954 -4.99488 0.50
O 15.31900 22.68323 -2.26023 -0.95
H 14.49183 23.08089 -2.53205 0.46
H 15.47320 21.98864 -2.90055 0.48
O 15.26100 20.52990 -4.19132 -0.94
H 14.77924 19.91445 -3.63874 0.49
H 14.74436 20.58580 -4.99519 0.49
O 16.92623 18.70857 -5.43626 -0.97
H 16.89685 19.04618 -6.33146 0.47
H 16.31249 19.26035 -4.95141 0.49
O 14.82487 17.48753 -0.19626 -0.93
H 14.74704 18.18805 -0.84391 0.46
H 15.31766 17.88042 0.52417 0.47
O 21.62436 19.66262 -0.60373 -0.96
H 21.00813 19.07016 -0.17306 0.48
H 21.07396 20.34981 -0.97932 0.47
O 20.10736 17.76701 1.09488 -0.95
H 19.21653 17.46538 1.27287 0.47
H 20.53986 17.01382 0.69253 0.48
```

HOMO energy: -10.1023 eV
multiplicity: 1
orbital gap: 9.615 eV
DFT total energy: -1017.291125 hartree
E_LUMO: -0.49 eV

=====

# 10
This record from the OMol25 dataset describes a cluster of 10 separate species, H19O10 in total. The level of theory is the ωB97M-V functional and the def2-TZVPD basis.

```
29
Properties=species:S:1:pos:R:3:nbo_charge:R:1
O 0.56913 -0.07574 0.92127 -1.27
H 0.29377 0.15338 0.03879 0.45
O -0.17743 2.44069 0.93527 -0.96
H 0.39343 1.73929 0.93589 0.48
H -0.89258 2.08393 0.47442 0.45
O -2.45315 1.49916 -0.36544 -0.98
H -2.44199 0.88714 0.35842 0.50
H -3.40840 1.41449 -0.41915 0.47
O 1.26024 1.19713 -3.50534 -0.97
H 0.67571 1.01782 -2.70342 0.50
H 0.90787 1.94893 -4.02474 0.46
O -2.06672 -0.46754 1.38557 -0.97
H -1.20868 -0.23447 1.28932 0.50
H -1.98764 -1.37942 1.17788 0.47
O 2.92998 1.12999 0.97090 -1.03
H 3.54881 0.88112 1.67725 0.45
H 1.97051 0.70647 1.13075 0.51
O 1.67214 -2.47146 0.24809 -0.97
H 1.63732 -2.83423 1.03309 0.44
H 1.04219 -1.74653 0.44737 0.50
O -0.10682 -2.65261 -2.05780 -0.98
H -0.19584 -1.70240 -2.15134 0.49
H 0.27594 -2.97025 -1.36688 0.47
O -0.87538 -0.05052 -2.03252 -0.95
H -1.15424 0.10348 -2.86979 0.46
H -1.36017 0.64195 -1.63276 0.50
O 0.71835 -0.45779 3.53850 -0.97
H 0.56762 -0.46212 2.62315 0.50
H -0.13399 -0.33987 3.94323 0.45
```

HOMO energy: -6.0033 eV
multiplicity: 1
net charge: -1
orbital gap: 8.721 eV
DFT total energy: -763.795088 hartree
E_LUMO: 2.72 eV

=====

# 11
This record from the OMol25 dataset describes a cluster of 9 separate species, H19O9 in total. The level of theory is the ωB97M-V functional and the def2-TZVPD basis.

```
28
Properties=species:S:1:pos:R:3:nbo_charge:R:1
O -1.24580 -0.71157 -2.02387 -0.97
H -1.70286 1.31928 -0.32049 0.47
H 1.84329 -1.59234 -2.19716 0.49
O 0.05069 -2.46289 2.56443 -0.98
H -0.82993 -2.26136 2.11525 0.49
O -0.13593 3.17322 2.11644 -0.89
H 0.93310 -0.37516 0.82983 0.56
H 0.00520 2.86045 2.90735 0.48
O 0.14246 2.92940 -1.29085 -0.97
H 0.61564 3.57680 1.68089 0.50
H 0.06100 -1.96170 3.41678 0.51
O -0.01242 -3.38740 -0.72942 -0.99
H -2.74176 1.74813 0.66271 0.47
H -0.52104 -3.72080 -1.48626 0.50
O -2.56837 1.16268 -0.04518 -0.94
H -0.55167 3.68364 -1.27209 0.49
H -0.21791 -3.79682 0.16201 0.50
O 1.32511 1.36967 0.88872 -1.00
H -1.58126 -0.05294 -2.57064 0.49
H 0.94551 1.78711 0.14452 0.49
O 1.37469 -1.25238 0.47112 -0.79
H 0.77298 3.53466 -1.78219 0.49
H 0.66517 1.93073 1.60172 0.47
O 1.23972 -0.95549 -1.96516 -0.92
H 1.33587 -1.26431 -0.46813 0.53
H 0.99138 -1.86840 0.99359 0.53
H -1.83421 -1.52224 -2.03333 0.50
H 0.45047 -0.94666 -2.27428 0.49
```

HOMO energy: -14.4183 eV
multiplicity: 1
net charge: +1
orbital gap: 11.430 eV
DFT total energy: -688.222220 hartree
E_LUMO: -2.99 eV

=====

# 12
This record from the OMol25 dataset describes a cluster of 2 separate species, H2 in total. The level of theory is the ωB97M-V functional and the def2-TZVPD basis.

```
2
Properties=species:S:1:pos:R:3:mulliken_charge:R:1
H -0.85198 0.72011 0.85567 0.00
H 0.85198 -0.72011 -0.85567 0.00
```

HOMO energy: -9.3848 eV
multiplicity: 1
orbital gap: 5.673 eV
DFT total energy: -0.909201 hartree
E_LUMO: -3.71 eV